a) {"formula": "C3H5NO2S", "method": "ωB97M-V with the def2-TZVPD basis set", "symbols": ["C", "S", "O", "O", "H", "H", "C", "C", "N", "H", "H", "H"], "coordinates": [[-0.6811, 0.2534, 1.7954], [-1.2642, -0.4326, 0.4852], [-1.8828, 0.1020, -0.6616], [-0.8226, -1.7783, 0.2780], [-0.0815, -0.3413, 2.3992], [-0.9460, 1.1661, 2.1965], [1.3007, 0.3834, -0.2299], [0.8717, 0.0949, -1.4378], [0.5597, -0.1157, -2.5686], [2.0621, -0.2512, 0.2894], [1.2674, 1.3624, 0.1062], [-0.3834, -0.4431, -2.6520]], "nbo_charge": [-0.880, 2.138, -0.869, -0.894, 0.260, 0.246, -0.710, 0.433, -0.607, 0.255, 0.237, 0.391], "smiles": "C=S(=O)=O.C=C=N", "e_lumo_ev": -0.075, "molar_mass_g_mol": 119.14}

b) {"formula": "C3H5NO2S", "method": "ωB97M-V with the def2-TZVPD basis set", "symbols": ["C", "C", "C", "N", "O", "O", "S", "H", "H", "H", "H", "H"], "coordinates": [[-0.4488, 0.4780, -0.0404], [-1.1950, 0.0631, 0.9861], [2.8335, 0.2857, -1.7594], [2.9601, 1.4433, -1.9168], [-0.6114, -3.0146, -0.2025], [1.6061, -2.0278, -0.2605], [0.3691, -2.2629, 0.4881], [0.5125, 1.0398, -0.0114], [-0.7746, 0.2170, -0.9735], [-2.0350, -0.6186, 1.0263], [-0.8887, 0.2151, 1.9544], [2.7279, -0.7517, -1.6254]], "nbo_charge": [-0.374, -0.385, 0.075, -0.326, -0.841, -0.891, 1.686, 0.226, 0.191, 0.208, 0.184, 0.247], "e_lumo_ev": -1.051, "molar_mass_g_mol": 119.14}

c) {"formula": "C3H5NO2S", "method": "ωB97M-V with the def2-TZVPD basis set", "symbols": ["O", "C", "C", "N", "O", "C", "S", "H", "H", "H", "H", "H"], "coordinates": [[-2.5296, -0.9824, -0.0432], [-1.1896, -0.7371, -0.2424], [-0.8397, 0.7022, -0.0536], [0.3444, 1.2508, -0.1670], [1.2292, 0.2064, -0.7235], [2.5105, 0.3687, 0.0750], [3.7772, -0.6956, -0.0716], [-2.7095, -0.4141, 0.9303], [-0.5705, -1.2379, 0.6492], [-0.9168, -1.1493, -1.2283], [-1.6628, 1.3115, -0.0463], [2.5572, 1.3769, 0.9215]], "nbo_charge": [-0.672, -0.132, 0.043, -0.109, -0.419, -0.028, 0.026, 0.449, 0.177, 0.226, 0.197, 0.244], "smiles": "OC/C=N\\OC=S", "e_lumo_ev": -0.307, "molar_mass_g_mol": 119.14}

d) {"formula": "C3H5NO2S", "method": "ωB97M-V with the def2-TZVPD basis set", "symbols": ["C", "C", "C", "N", "O", "O", "S", "H", "H", "H", "H", "H"], "coordinates": [[-1.7015, -0.3924, -0.4215], [1.5616, 0.0612, -0.6105], [0.2883, 0.4926, 0.1369], [-0.8590, 0.5046, -0.6837], [-1.5143, -1.1692, 0.6711], [-0.9606, 0.3719, 2.5249], [-0.2772, -0.5563, 1.6424], [-2.6389, -0.4572, -0.8701], [1.5029, -1.0125, -0.8736], [2.5682, 0.2438, -0.2257], [1.4491, 0.4103, -1.6785], [0.5814, 1.5031, 0.3884]], "nbo_charge": [0.395, -0.645, -0.275, -0.457, -0.675, -0.915, 1.454, 0.193, 0.211, 0.233, 0.244, 0.237], "e_lumo_ev": 0.728, "molar_mass_g_mol": 119.14}

Which is most stable? The ranking, best first, is d), b), a), c).

a) {"formula": "C4H7FO", "method": "ωB97M-V with the def2-TZVPD basis set", "symbols": ["C", "C", "C", "O", "C", "F", "H", "H", "H", "H", "H", "H", "H"], "coordinates": [[1.7431, -0.1562, -0.1543], [0.1843, -0.0726, -0.4026], [-0.8175, -0.5897, 0.4785], [-2.0150, -1.1397, -0.2346], [-0.5633, 0.7801, 0.5099], [-1.3515, 1.5572, -0.2753], [2.2547, 0.6450, -0.8547], [1.8116, 0.1912, 0.9374], [2.2874, -1.1890, -0.4981], [-0.3029, 0.0902, -1.5142], [-0.6214, -1.1117, 1.3425], [-2.3874, -0.2410, -0.7723], [-0.2221, 1.2361, 1.4377]], "nbo_charge": [-0.623, -0.258, 0.028, -0.700, 0.140, -0.351, 0.221, 0.212, 0.226, 0.245, 0.202, 0.472, 0.187], "smiles": "C[C@H]1[C@H](O)[C@@H]1F", "e_lumo_ev": 1.040, "molar_mass_g_mol": 90.10}

b) {"formula": "C4H7FO", "method": "ωB97M-V with the def2-TZVPD basis set", "symbols": ["C", "C", "C", "O", "C", "F", "H", "H", "H", "H", "H", "H", "H"], "coordinates": [[0.6863, 1.5323, -0.2615], [0.3898, 0.2304, -0.0209], [-1.1337, 0.0540, 0.2437], [-1.6640, -0.9737, -0.5384], [1.2510, -0.9664, 0.0532], [2.5324, -0.6966, -0.2058], [1.5263, 1.8902, -0.8177], [-0.0735, 2.2409, 0.0494], [-1.6156, 0.9627, -0.1753], [-1.2939, -0.0054, 1.3111], [-2.5230, -1.1769, -0.1272], [0.8573, -1.7390, -0.5372], [1.0604, -1.3526, 1.0267]], "nbo_charge": [-0.402, -0.030, -0.092, -0.715, 0.021, -0.334, 0.209, 0.190, 0.170, 0.163, 0.472, 0.183, 0.164], "smiles": "C=C(CO)CF", "e_lumo_ev": 0.721, "molar_mass_g_mol": 90.10}

c) {"formula": "C4H7FO", "method": "ωB97M-V with the def2-TZVPD basis set", "symbols": ["C", "C", "C", "C", "H", "H", "H", "H", "H", "H", "H", "O", "F"], "coordinates": [[-1.0408, 1.3463, 0.0168], [-0.6520, -0.0991, 0.0196], [0.5389, -0.6251, -0.8293], [1.0807, -0.9496, 0.6656], [-1.3296, 1.8285, -0.9306], [-2.0377, 1.4867, 0.7163], [-1.5271, -0.8962, -0.1414], [1.0589, 0.1460, -1.1918], [0.5275, -1.4229, -1.6953], [1.1632, -2.0096, 0.8231], [2.1099, -0.5055, 1.0523], [-0.0244, -0.3289, 1.3261], [0.1326, 2.0296, 0.1686]], "nbo_charge": [0.023, 0.055, -0.454, -0.048, 0.179, 0.182, 0.184, 0.204, 0.221, 0.167, 0.178, -0.531, -0.359], "e_lumo_ev": 1.063, "molar_mass_g_mol": 90.10}

Which is most stable? The ranking, best first, is b), c), a).

a) {"formula": "C19H20N4O2", "method": "ωB97M-V with the def2-TZVPD basis set", "symbols": ["C", "C", "O", "C", "C", "C", "C", "C", "N", "N", "C", "O", "C", "C", "C", "N", "C", "C", "C", "C", "C", "C", "N", "C", "C", "H", "H", "H", "H", "H", "H", "H", "H", "H", "H", "H", "H", "H", "H", "H", "H", "H", "H", "H", "H"], "coordinates": [[4.8211, 1.8010, 1.5139], [4.2917, 1.1414, 0.2436], [3.0644, 1.6975, -0.1858], [1.9057, 1.3341, 0.4118], [1.7746, 0.4016, 1.4378], [0.5246, 0.0875, 1.9335], [-0.6221, 0.7132, 1.4509], [-1.9452, 0.4385, 2.0057], [-2.4954, -0.6341, 2.4167], [-1.9522, -1.8771, 2.3278], [-1.0945, -2.5082, 1.4507], [-0.6179, -3.5800, 1.7892], [-0.8179, -1.8967, 0.1596], [0.3937, -1.9301, -0.5374], [1.6299, -2.6551, -0.1611], [0.3221, -1.1840, -1.6488], [-0.9100, -0.7040, -1.7023], [-1.5037, 0.1133, -2.6688], [-2.8234, 0.4648, -2.5474], [-3.5057, 1.3417, -3.5483], [-3.5605, -0.0414, -1.4516], [-2.9758, -0.8304, -0.5091], [-1.6597, -1.1255, -0.6056], [-0.4788, 1.6793, 0.4515], [0.7576, 1.9704, -0.0718], [4.1375, 1.6512, 2.3461], [4.9350, 2.8701, 1.3531], [5.7881, 1.3774, 1.7707], [4.9794, 1.3309, -0.5854], [4.2014, 0.0565, 0.3739], [2.6328, -0.1013, 1.8536], [0.4464, -0.6389, 2.7296], [-2.5969, 1.3011, 2.1067], [-2.2773, -2.4799, 3.0768], [1.7373, -3.5357, -0.7933], [1.5777, -2.9805, 0.8736], [2.4955, -2.0178, -0.3250], [-0.8950, 0.4396, -3.4955], [-4.3348, 0.8094, -4.0132], [-2.8132, 1.6558, -4.3240], [-3.9129, 2.2267, -3.0608], [-4.6091, 0.1936, -1.3629], [-3.5286, -1.2481, 0.3171], [-1.3571, 2.1797, 0.0687], [0.8716, 2.6923, -0.8645]], "nbo_charge": [-0.637, -0.063, -0.487, 0.325, -0.276, -0.164, -0.175, 0.076, -0.254, -0.473, 0.634, -0.605, -0.101, 0.253, -0.653, -0.487, 0.355, -0.239, 0.009, -0.628, -0.270, 0.038, -0.306, -0.168, -0.247, 0.212, 0.216, 0.216, 0.196, 0.172, 0.215, 0.221, 0.195, 0.405, 0.237, 0.240, 0.221, 0.233, 0.223, 0.220, 0.221, 0.224, 0.235, 0.218, 0.226], "smiles": "CCOc1ccc(/C=N\\NC(=O)c2c(C)nc3cc(C)ccn23)cc1", "e_lumo_ev": 0.398, "molar_mass_g_mol": 336.39}

b) {"formula": "C19H20N4O2", "method": "ωB97M-V with the def2-TZVPD basis set", "symbols": ["C", "C", "C", "O", "C", "C", "C", "C", "C", "C", "N", "C", "O", "N", "C", "C", "C", "C", "N", "C", "C", "N", "C", "C", "C", "H", "H", "H", "H", "H", "H", "H", "H", "H", "H", "H", "H", "H", "H", "H", "H", "H", "H", "H", "H"], "coordinates": [[-3.2516, -0.0570, -6.1392], [-3.2507, 0.9856, -5.0071], [-2.4433, 0.4958, -3.7801], [-2.1810, 1.5359, -2.7960], [-1.1931, 1.2921, -1.9020], [-1.0290, 0.0904, -1.1720], [0.1092, -0.1471, -0.4270], [1.0658, 0.8450, -0.2931], [2.3126, 0.6304, 0.5218], [3.4246, 0.2160, -0.4486], [4.0503, -0.8929, 0.2476], [3.2694, -1.3513, 1.2400], [3.4937, -2.4450, 1.7292], [2.2369, -0.4652, 1.5210], [1.3838, -0.4712, 2.6793], [0.5096, 0.6856, 2.8450], [-0.4378, 0.7575, 3.8560], [-0.5758, -0.4030, 4.7207], [-1.4586, -0.5732, 5.6738], [-1.1363, -1.8410, 6.1604], [-0.0793, -2.4262, 5.4841], [0.2676, -1.4895, 4.5426], [1.2666, -1.5600, 3.5409], [0.8992, 2.0486, -0.9855], [-0.2237, 2.2857, -1.7636], [-2.2145, -0.2237, -6.5093], [-3.8467, 0.3134, -7.0246], [-3.6274, -1.0074, -5.7745], [-4.2779, 1.1972, -4.7448], [-2.8273, 1.9561, -5.3287], [-1.4785, 0.0897, -4.1347], [-2.9750, -0.3245, -3.3128], [-1.7995, -0.6816, -1.2774], [0.2464, -1.0530, 0.1066], [2.5653, 1.5635, 1.0210], [3.0060, -0.0637, -1.4176], [4.1681, 1.0154, -0.6001], [4.5949, -1.6093, -0.2298], [0.6005, 1.5168, 2.1972], [-1.1419, 1.5549, 3.9575], [-1.5977, -2.3236, 6.9994], [0.3944, -3.3835, 5.7307], [1.9371, -2.4006, 3.4470], [1.6045, 2.8600, -0.9178], [-0.3600, 3.2581, -2.2359]], "nbo_charge": [-0.608, -0.416, -0.053, -0.515, 0.303, -0.262, -0.203, -0.076, -0.050, -0.212, -0.616, 0.784, -0.653, -0.448, 0.120, -0.241, -0.173, 0.296, -0.461, -0.062, -0.134, -0.313, -0.029, -0.157, -0.259, 0.204, 0.221, 0.207, 0.205, 0.209, 0.173, 0.169, 0.221, 0.226, 0.205, 0.200, 0.204, 0.414, 0.220, 0.236, 0.203, 0.232, 0.261, 0.204, 0.226], "smiles": "CCCOc1ccc([C@@H]2CNC(=O)N2c2ccc3nccn3c2)cc1", "e_lumo_ev": 0.516, "molar_mass_g_mol": 336.39}

Which is most stable? The ranking, best first, is b), a).

a) {"formula": "C3H14NO3S", "method": "ωB97M-V with the def2-TZVPD basis set", "symbols": ["C", "C", "S", "C", "N", "H", "H", "H", "H", "H", "H", "H", "H", "H", "H", "O", "H", "H", "O", "H", "H", "O"], "coordinates": [[0.8346, 0.6781, 1.9670], [2.0559, 0.1148, 1.2866], [1.8079, -0.7270, -0.3239], [0.4587, -0.2479, 3.1222], [-1.0425, -0.2694, 3.1343], [0.0648, 0.8384, 1.1573], [0.9184, 1.6814, 2.5425], [2.5984, -0.4572, 1.9040], [2.8401, 0.9799, 0.9643], [0.7665, -0.0933, 4.1616], [0.8658, -1.3242, 3.0320], [-1.2647, -0.1095, 2.2193], [-1.2529, -1.2358, 3.3896], [-0.3618, -0.7053, -2.8986], [-0.7976, 0.1668, -1.7159], [-1.2029, -0.1666, -2.5981], [-0.4170, 1.5453, -3.7220], [-1.4321, 2.3906, -3.9276], [-0.5249, 2.3580, -4.2875], [-2.8948, -2.0224, -0.6909], [-2.6290, -0.5801, -1.3460], [-3.1133, -1.0448, -0.6247]], "nbo_charge": [-0.448, -0.502, -0.741, -0.210, -0.838, 0.212, 0.190, 0.171, 0.167, 0.171, 0.155, 0.354, 0.340, 0.504, 0.508, -1.014, 0.483, 0.456, -0.947, 0.471, 0.495, -0.977], "total_charge": -1, "e_lumo_ev": 3.316, "molar_mass_g_mol": 144.22}

b) {"formula": "C3H14NO3S", "method": "ωB97M-V with the def2-TZVPD basis set", "symbols": ["C", "C", "C", "S", "N", "H", "H", "H", "H", "H", "H", "H", "H", "H", "H", "O", "H", "H", "O", "H", "H", "O"], "coordinates": [[0.9022, -0.1881, -2.2463], [-0.0688, -0.1523, -1.0663], [-1.4478, -0.7513, -1.3695], [-2.7644, -0.1016, -0.3028], [0.4890, -0.7495, 0.1623], [0.8018, -1.1146, -2.8220], [1.9097, -0.2412, -1.8129], [0.8507, 0.6720, -2.9062], [-0.2444, 0.9000, -0.8218], [-1.6855, -0.5909, -2.4270], [-1.3264, -1.8417, -1.2587], [-0.1685, -0.4488, 0.8712], [0.4167, -1.7543, 0.0520], [1.2464, 2.5753, 0.2326], [2.7258, 2.1975, 0.1313], [2.0880, 2.8652, -0.1458], [0.0310, 0.7088, 2.5194], [-1.4898, 0.6235, 2.5370], [-0.7240, 0.8714, 3.0838], [3.2743, -0.8655, 1.3833], [2.2942, -1.9777, 1.2258], [3.1989, -1.8179, 1.5247]], "nbo_charge": [-0.620, -0.077, -0.534, -0.710, -0.888, 0.190, 0.202, 0.211, 0.183, 0.179, 0.162, 0.371, 0.340, 0.480, 0.465, -0.945, 0.460, 0.496, -0.962, 0.467, 0.482, -0.953], "total_charge": -1, "e_lumo_ev": 3.086, "molar_mass_g_mol": 144.22}

Which is most stable? The ranking, best first, is b), a).